Record 1
C2H6O2S | ωB97M-V/def2-TZVPD

## Properties
- net charge = +1
- ΔE to the lowest compared entry with this formula, charge and spin (kcal per mole) = 15.9
- LUMO (alpha / beta) (Eh) = -0.15628 / -0.34670
- DFT total energy (Ha) = -628.1026
- HOMO-LUMO gap (alpha / beta) (eV) = 10.518 / 5.332
- multiplicity = 2

Cartesian coordinates (Å):
C (-0.800, 1.283, -0.992)
S (-1.017, 0.033, -2.250)
H (-0.795, 2.367, -1.252)
H (-1.587, 1.098, -0.258)
H (0.194, 1.054, -0.623)
H (0.252, -0.315, -2.449)
O (-0.515, -1.586, 1.379)
C (0.630, -1.488, 1.664)
O (1.490, -0.473, 1.193)
H (1.214, -2.269, 2.163)
H (0.934, 0.297, 1.424)

Cartesian forces (eV/Å) of the 2 atoms listed first:
C 0.7 0.0 0.1
S -1.0 0.6 0.0

Here are the Mulliken charges for atoms 1 to 8, given in e: atom 1 (C): -0.512, atom 2 (S): 0.326, atom 3 (H): 0.414, atom 4 (H): 0.337, atom 5 (H): 0.133, atom 6 (H): 0.288, atom 7 (O): -0.411, atom 8 (C): 0.194

Record 2
C28H65BIN5O4P | ωB97M-V/def2-TZVPD

## Properties
- net charge = -1
- LUMO (Eh) = 0.08548
- DFT total energy (Ha) = -2344.4155
- HOMO-LUMO gap (eV) = 6.879

Cartesian coordinates (Å):
C (1.563, -3.743, -0.487)
O (0.658, -4.056, -1.561)
C (-0.002, -5.329, -1.387)
C (-1.517, -5.371, -1.933)
C (-2.152, -3.949, -2.283)
B (-2.777, -3.089, -1.036)
C (-1.563, -2.081, -0.466)
C (-2.109, -0.675, 0.052)
O (-2.943, -0.538, 0.965)
I (-1.368, 1.145, -0.966)
P (-4.062, -1.864, -1.890)
N (-3.340, -1.001, -3.046)
N (-3.550, -3.819, 0.030)
C (-2.835, -4.338, 1.171)
C (-3.055, -3.568, 2.578)
O (-2.090, -5.347, 1.235)
C (-4.776, -4.489, -0.339)
C (-4.985, -5.596, -1.473)
O (-5.829, -4.153, 0.282)
H (1.745, -4.586, 0.252)
H (1.264, -2.762, 0.039)
H (2.588, -3.513, -0.966)
H (0.031, -5.732, -0.312)
H (0.609, -6.093, -2.002)
H (-1.456, -5.948, -2.933)
H (-2.206, -6.023, -1.282)
H (-1.382, -3.377, -2.920)
H (-3.025, -4.154, -3.014)
H (-0.933, -1.841, -1.399)
H (-0.855, -2.603, 0.257)
H (-4.737, -1.072, -0.897)
H (-5.067, -2.670, -2.533)
H (-2.341, -1.239, -3.075)
H (-2.084, -3.406, 3.143)
H (-3.676, -4.295, 3.222)
H (-3.664, -2.630, 2.392)
H (-4.307, -6.500, -1.379)
H (-4.947, -5.103, -2.512)
H (-6.061, -5.997, -1.385)
C (2.576, 1.262, -0.212)
C (3.752, 2.232, -0.198)
N (3.580, 3.356, -1.112)
C (4.810, 4.103, -1.354)
C (5.446, 4.825, -0.167)
C (2.383, 4.167, -0.920)
C (2.155, 4.788, 0.458)
H (2.352, 0.930, -1.228)
H (2.816, 0.378, 0.384)
H (1.675, 1.709, 0.215)
H (4.638, 1.664, -0.501)
H (3.931, 2.566, 0.833)
H (4.640, 4.828, -2.159)
H (5.552, 3.406, -1.760)
H (4.876, 5.709, 0.121)
H (6.448, 5.170, -0.442)
H (5.554, 4.176, 0.704)
H (1.511, 3.545, -1.155)
H (2.357, 4.960, -1.674)
H (2.282, 4.067, 1.268)
H (1.132, 5.168, 0.521)
H (2.819, 5.634, 0.637)
C (0.736, 3.774, -4.521)
C (1.310, 4.849, -5.434)
N (2.713, 5.144, -5.166)
C (3.178, 6.376, -5.795)
C (3.185, 6.434, -7.322)
C (3.636, 4.016, -5.239)
C (3.681, 3.215, -6.540)
H (0.906, 4.019, -3.469)
H (-0.344, 3.692, -4.673)
H (1.169, 2.792, -4.723)
H (0.721, 5.758, -5.267)
H (1.145, 4.558, -6.480)
H (4.184, 6.611, -5.429)
H (2.551, 7.198, -5.430)
H (3.984, 5.826, -7.747)
H (3.362, 7.464, -7.648)
H (2.233, 6.116, -7.753)
H (3.389, 3.324, -4.426)
H (4.648, 4.359, -5.000)
H (2.686, 2.939, -6.896)
H (4.234, 2.286, -6.376)
H (4.198, 3.755, -7.333)
C (-2.611, -0.564, 5.401)
C (-3.078, -1.450, 6.550)
N (-2.107, -2.473, 6.922)
C (-2.661, -3.516, 7.779)
C (-3.154, -3.106, 9.165)
C (-0.779, -1.998, 7.292)
C (-0.676, -0.978, 8.426)
H (-2.306, -1.164, 4.540)
H (-3.427, 0.089, 5.080)
H (-1.776, 0.077, 5.693)
H (-3.998, -1.942, 6.219)
H (-3.351, -0.816, 7.404)
H (-1.925, -4.321, 7.890)
H (-3.500, -3.978, 7.246)
H (-2.327, -2.885, 9.841)
H (-3.717, -3.931, 9.613)
H (-3.821, -2.241, 9.130)
H (-0.316, -1.557, 6.402)
H (-0.140, -2.855, 7.529)
H (-1.377, -0.149, 8.307)
H (0.331, -0.551, 8.441)
H (-0.841, -1.437, 9.401)

Cartesian forces (eV/Å) of the 2 atoms listed first:
C 1.4 1.0 -0.4
O -0.2 -0.7 1.7

Here are the Mulliken charges for atoms 1 to 8, given in e: atom 1 (C): -0.494, atom 2 (O): -0.264, atom 3 (C): -0.568, atom 4 (C): -0.228, atom 5 (C): -0.465, atom 6 (B): 0.117, atom 7 (C): -0.263, atom 8 (C): -0.558

Record 3
C63H54BrN4O3P2Ti | ωB97M-V/def2-TZVPD

## Properties
- net charge = -1
- LUMO (alpha / beta) (Eh) = 0.03793 / 0.03794
- DFT total energy (Ha) = -6984.0977
- HOMO-LUMO gap (alpha / beta) (eV) = 3.653 / 3.655

Cartesian coordinates (Å):
Ti (0.465, 0.307, -0.977)
O (3.900, 1.847, -4.904)
C (2.782, 2.628, -5.036)
C (2.641, 3.527, -6.085)
C (1.494, 4.302, -6.189)
C (0.497, 4.205, -5.232)
C (0.647, 3.313, -4.179)
C (1.777, 2.513, -4.078)
C (1.862, 1.478, -2.979)
O (0.979, 1.733, -1.939)
N (1.577, 0.177, -3.594)
N (0.908, -0.684, -2.653)
C (0.342, -1.718, -3.381)
C (-0.310, -2.809, -3.047)
Br (-1.971, 0.215, -1.745)
C (-1.105, -3.853, -3.069)
C (-0.701, -5.271, -3.196)
C (-1.664, -6.271, -3.075)
C (-1.341, -7.606, -3.263)
C (-0.041, -7.970, -3.578)
C (0.932, -6.985, -3.699)
C (0.604, -5.653, -3.518)
H (4.510, 2.059, -5.616)
H (3.429, 3.617, -6.828)
H (1.388, 4.986, -7.022)
H (-0.397, 4.810, -5.307)
H (-0.104, 3.226, -3.403)
H (2.890, 1.435, -2.592)
H (0.948, 0.328, -4.381)
H (0.443, -1.606, -4.462)
H (-2.177, -3.690, -2.968)
H (-2.680, -5.989, -2.823)
H (-2.109, -8.363, -3.162)
H (0.210, -9.011, -3.744)
H (1.950, -7.262, -3.946)
H (1.354, -4.884, -3.648)
C (0.069, -1.612, 2.482)
C (-1.363, -1.458, 3.001)
P (-2.445, -0.368, 1.945)
C (-4.110, -1.064, 2.343)
C (-5.130, -0.726, 1.452)
C (-6.416, -1.222, 1.614)
C (-6.698, -2.092, 2.657)
C (-5.687, -2.452, 3.538)
C (-4.407, -1.936, 3.387)
C (-2.494, 1.167, 2.964)
C (-3.656, 1.922, 3.100)
C (-3.657, 3.095, 3.841)
C (-2.493, 3.544, 4.446)
C (-1.319, 2.823, 4.283)
C (-1.321, 1.651, 3.543)
P (0.192, -1.979, 0.656)
C (1.824, -2.824, 0.638)
C (2.106, -3.645, -0.445)
C (3.332, -4.278, -0.563)
C (4.311, -4.079, 0.403)
C (4.050, -3.243, 1.478)
C (2.813, -2.621, 1.597)
C (-0.937, -3.431, 0.644)
C (-0.576, -4.675, 1.154)
C (-1.514, -5.695, 1.242)
C (-2.824, -5.473, 0.843)
C (-3.192, -4.233, 0.339)
C (-2.249, -3.222, 0.222)
H (0.542, -2.445, 3.007)
H (0.657, -0.709, 2.666)
H (-1.356, -1.117, 4.038)
H (-1.823, -2.447, 2.967)
H (-4.896, -0.091, 0.604)
H (-7.194, -0.936, 0.916)
H (-7.694, -2.497, 2.785)
H (-5.899, -3.136, 4.351)
H (-3.646, -2.224, 4.101)
H (-4.572, 1.591, 2.628)
H (-4.575, 3.662, 3.943)
H (-2.494, 4.457, 5.029)
H (-0.395, 3.188, 4.715)
H (-0.386, 1.122, 3.402)
H (1.345, -3.783, -1.196)
H (3.525, -4.926, -1.409)
H (5.273, -4.569, 0.316)
H (4.813, -3.064, 2.226)
H (2.643, -1.959, 2.436)
H (0.438, -4.853, 1.493)
H (-1.218, -6.661, 1.631)
H (-3.556, -6.269, 0.918)
H (-4.217, -4.047, 0.039)
H (-2.529, -2.261, -0.198)
C (-0.192, 1.507, 0.570)
C (-0.355, 2.720, 0.801)
C (-0.539, 4.066, 1.027)
C (-1.402, 4.808, 0.118)
C (-1.413, 6.214, 0.045)
C (-2.213, 6.880, -0.872)
C (-3.020, 6.177, -1.756)
C (-3.005, 4.785, -1.715)
C (-2.216, 4.113, -0.801)
C (0.215, 4.668, 2.130)
C (-0.311, 5.676, 2.952)
C (0.406, 6.172, 4.030)
C (1.674, 5.686, 4.325)
C (2.217, 4.692, 3.518)
C (1.502, 4.194, 2.442)
H (-0.765, 6.788, 0.693)
H (-2.196, 7.964, -0.901)
H (-3.638, 6.705, -2.473)
H (-3.614, 4.214, -2.408)
H (-2.215, 3.030, -0.781)
H (-1.314, 6.039, 2.765)
H (-0.036, 6.941, 4.654)
H (2.230, 6.070, 5.171)
H (3.211, 4.309, 3.725)
H (1.934, 3.433, 1.802)
N (7.372, 0.589, 0.145)
C (6.383, 0.890, 1.059)
O (6.658, 1.373, 2.137)
C (4.995, 0.552, 0.660)
C (4.663, -0.191, -0.471)
C (3.344, -0.413, -0.786)
N (2.313, 0.055, -0.054)
C (2.637, 0.727, 1.072)
C (3.934, 0.983, 1.453)
H (8.258, 1.006, 0.383)
H (7.130, 0.645, -0.832)
H (5.426, -0.634, -1.097)
H (3.074, -1.005, -1.650)
H (1.798, 1.061, 1.668)
H (4.143, 1.532, 2.361)

Cartesian forces (eV/Å) of the 2 atoms listed first:
Ti -3.6 0.4 1.3
O 0.1 0.0 0.0

Here are the Mulliken charges for atoms 1 to 8, given in e: atom 1 (Ti): -0.760, atom 2 (O): -0.519, atom 3 (C): 1.051, atom 4 (C): -0.853, atom 5 (C): -0.504, atom 6 (C): -0.982, atom 7 (C): -0.482, atom 8 (C): -0.359

Record 4
C10H16 | ωB97M-V/def2-TZVPD

## Properties
- net charge = -1
- ΔE to the lowest compared entry with this formula, charge and spin (kcal per mole) = 11.5
- LUMO (alpha / beta) (Eh) = 0.14009 / 0.13571
- DFT total energy (Ha) = -390.5649
- HOMO-LUMO gap (alpha / beta) (eV) = 2.790 / 7.269
- multiplicity = 2

Cartesian coordinates (Å):
C (1.053, -1.541, 1.225)
C (2.467, -1.635, 0.626)
C (1.050, -1.182, 2.713)
H (0.475, -0.810, 0.656)
H (0.700, -2.560, 1.086)
H (3.141, -0.793, 0.822)
H (1.943, -1.585, 3.176)
H (2.413, -1.851, -0.443)
H (3.005, -2.471, 1.096)
H (0.895, -0.122, 2.931)
H (0.183, -1.611, 3.241)
C (-2.818, -0.072, -2.112)
C (0.655, 1.275, -1.265)
C (0.422, 2.102, -0.143)
C (-0.373, 0.636, -1.916)
C (-1.717, 0.695, -1.472)
C (-0.954, 2.327, 0.227)
C (-1.919, 1.641, -0.477)
H (1.661, 1.161, -1.671)
H (1.291, 2.569, 0.307)
H (-0.146, 0.163, -2.881)
H (-1.253, 2.835, 1.126)
H (-2.484, -0.626, -3.003)
H (-3.612, 0.615, -2.458)
H (-2.897, 1.668, 0.022)
H (-3.181, -0.824, -1.415)

Cartesian forces (eV/Å) of the 2 atoms listed first:
C 0.9 0.3 -0.1
C 0.4 -0.2 0.5

Here are the Mulliken charges for atoms 1 to 8, given in e: atom 1 (C): 0.535, atom 2 (C): -1.391, atom 3 (C): -1.296, atom 4 (H): -0.250, atom 5 (H): 0.254, atom 6 (H): 0.329, atom 7 (H): 0.302, atom 8 (H): 0.324

Record 5
C22H43CeN2OP2S | ωB97M-V/def2-TZVPD

## Properties
- net charge = +3
- ΔE to the lowest compared entry with this formula, charge and spin (kcal per mole) = 37.9
- LUMO (Eh) = -0.38492
- DFT total energy (Ha) = -2603.7627
- HOMO-LUMO gap (eV) = 6.931

Cartesian coordinates (Å):
Ce (0.692, -0.077, -0.621)
P (2.796, 1.053, 0.961)
P (-1.750, -0.029, -2.082)
N (0.270, 2.181, -0.779)
C (2.351, 2.789, 0.683)
H (2.471, 3.341, 1.627)
H (3.046, 3.240, -0.046)
C (0.927, 3.150, 0.164)
H (0.233, 3.347, 1.000)
H (0.935, 4.069, -0.435)
C (-1.103, 2.649, -1.150)
H (-0.894, 3.641, -1.564)
H (-1.668, 2.837, -0.222)
C (-1.911, 1.771, -2.142)
H (-1.632, 2.135, -3.142)
H (-2.963, 2.045, -1.991)
C (-3.344, -0.667, -1.339)
C (-3.202, -2.119, -0.838)
H (-4.008, -2.329, -0.116)
H (-2.247, -2.296, -0.316)
H (-3.286, -2.841, -1.666)
C (-1.571, -0.615, -3.795)
C (-1.405, -2.130, -3.872)
H (-1.085, -2.425, -4.877)
H (-2.335, -2.665, -3.669)
H (-0.650, -2.518, -3.186)
C (4.422, 0.771, 0.219)
C (4.875, -0.674, 0.372)
H (5.760, -0.866, -0.241)
H (4.128, -1.401, 0.054)
H (5.151, -0.926, 1.395)
C (2.855, 0.827, 2.801)
C (2.678, -0.651, 3.186)
H (2.618, -0.740, 4.281)
H (3.522, -1.265, 2.848)
H (1.753, -1.081, 2.779)
C (0.983, -2.726, -0.374)
C (-2.602, -0.106, -4.784)
H (-3.591, -0.530, -4.626)
H (-2.704, 0.977, -4.777)
H (-2.303, -0.384, -5.803)
C (5.507, 1.752, 0.607)
H (6.396, 1.588, -0.011)
H (5.222, 2.788, 0.463)
H (5.830, 1.647, 1.639)
C (4.069, 1.430, 3.509)
H (3.883, 1.422, 4.596)
H (4.984, 0.848, 3.342)
H (4.252, 2.478, 3.229)
C (-4.591, -0.514, -2.225)
H (-4.627, -1.272, -3.022)
H (-5.483, -0.666, -1.594)
H (-4.673, 0.490, -2.671)
H (-3.481, -0.019, -0.454)
H (1.963, 1.374, 3.154)
H (-0.608, -0.177, -4.088)
H (4.227, 0.928, -0.849)
O (1.047, -3.872, -0.215)
H (0.890, 1.766, -1.529)
H (1.374, 0.566, -1.878)
S (-0.882, 0.437, 1.705)
C (-1.929, -0.793, 2.339)
N (-1.430, -2.057, 2.595)
C (-2.183, -3.072, 3.113)
C (-3.542, -2.853, 3.369)
C (-4.079, -1.581, 3.111)
C (-3.285, -0.573, 2.615)
H (-0.440, -2.219, 2.429)
H (-1.688, -4.015, 3.312)
H (-4.141, -3.651, 3.769)
H (-5.137, -1.379, 3.325)
H (-3.657, 0.434, 2.400)

Cartesian forces (eV/Å) of the 2 atoms listed first:
Ce -3.1 -3.9 6.4
P -0.2 -0.2 1.0

Here are the Mulliken charges for atoms 1 to 8, given in e: atom 1 (Ce): 0.275, atom 2 (P): 0.731, atom 3 (P): 0.859, atom 4 (N): -0.137, atom 5 (C): -0.945, atom 6 (H): 0.430, atom 7 (H): 0.506, atom 8 (C): -0.914

Record 6
C9H30O6 | ωB97M-V/def2-TZVPD

## Properties
- net charge = 0
- ΔE to the lowest compared entry with this formula, charge and spin (kcal per mole) = 46.7
- LUMO (Eh) = 0.01496
- structure (SMILES) = CC(C)O.CC(C)O.CO.CO.CO.O
- DFT total energy (Ha) = -812.2672
- HOMO-LUMO gap (eV) = 10.433

Cartesian coordinates (Å):
C (1.500, -2.620, -3.194)
C (0.060, -2.829, -2.771)
C (-0.239, -4.250, -2.280)
O (-0.249, -1.842, -1.692)
H (2.114, -2.899, -2.337)
H (1.563, -1.553, -3.388)
H (1.828, -3.213, -4.000)
H (-0.552, -2.654, -3.661)
H (0.231, -4.399, -1.293)
H (0.142, -5.050, -2.915)
H (-1.343, -4.409, -2.189)
H (0.623, -1.440, -1.337)
C (3.343, -1.476, 0.786)
C (2.032, -0.662, 0.616)
C (2.047, 0.708, 1.304)
O (1.781, -0.481, -0.809)
H (4.156, -0.919, 0.466)
H (3.365, -2.439, 0.252)
H (3.444, -1.750, 1.823)
H (1.178, -1.204, 1.008)
H (1.053, 1.130, 1.114)
H (2.812, 1.281, 0.740)
H (2.368, 0.811, 2.316)
H (1.145, 0.253, -0.891)
C (-3.181, 1.798, 4.219)
O (-1.985, 2.643, 4.380)
H (-3.790, 1.806, 5.146)
H (-3.715, 2.192, 3.360)
H (-2.926, 0.715, 4.036)
H (-1.225, 2.194, 4.773)
C (-3.534, 0.321, -1.799)
O (-2.226, 0.188, -2.225)
H (-3.585, 0.901, -0.870)
H (-4.132, 0.810, -2.529)
H (-4.076, -0.602, -1.525)
H (-1.731, -0.675, -2.093)
C (0.780, 4.271, 1.570)
O (-0.508, 3.694, 1.511)
H (1.319, 3.679, 2.323)
H (1.275, 4.215, 0.601)
H (0.864, 5.348, 1.844)
H (-0.871, 3.451, 2.378)
O (-0.016, 1.734, -0.953)
H (-0.589, 1.968, -0.216)
H (-0.550, 1.254, -1.601)

Cartesian forces (eV/Å) of the 2 atoms listed first:
C -0.6 0.5 1.7
C 0.0 -0.1 0.6

Here are the Mulliken charges for atoms 1 to 8, given in e: atom 1 (C): -1.406, atom 2 (C): 0.741, atom 3 (C): -1.362, atom 4 (O): -0.671, atom 5 (H): 0.213, atom 6 (H): 0.336, atom 7 (H): 0.473, atom 8 (H): 0.285